{"formula": "C38H46NO4PbSe", "method": "ωB97M-V/def2-TZVPD", "symbols": ["Pb", "C", "C", "C", "C", "C", "C", "C", "Se", "C", "C", "C", "C", "C", "C", "O", "C", "C", "C", "C", "C", "C", "C", "C", "C", "O", "C", "C", "C", "C", "C", "C", "H", "H", "H", "H", "H", "H", "H", "H", "H", "H", "H", "H", "H", "H", "H", "H", "H", "H", "H", "H", "H", "H", "H", "H", "H", "H", "H", "H", "H", "H", "H", "H", "H", "H", "H", "H", "H", "H", "H", "H", "O", "C", "O", "C", "C", "C", "C", "C", "C", "C", "C", "C", "N", "H", "H", "H", "H", "H", "H"], "coordinates": [[-0.369323, 0.428583, -0.229116], [-4.842993, -6.396767, -1.175891], [-3.321393, -6.309833, -1.353573], [-2.997996, -6.550719, -2.828381], [-2.654553, -7.422106, -0.532256], [-2.818298, -4.951283, -0.873616], [-2.131081, -4.065009, -1.677176], [-1.666936, -2.848613, -1.182317], [-0.631780, -1.767365, -2.386342], [1.099034, -2.467073, -1.915948], [1.543229, -3.556775, -2.640792], [2.726945, -4.207939, -2.320355], [3.415724, -3.718492, -1.218785], [3.005515, -2.634971, -0.445028], [1.825339, -1.936304, -0.816987], [1.451476, -0.860765, -0.174406], [3.876492, -2.311365, 0.785334], [5.278566, -1.894233, 0.314607], [3.357647, -1.202496, 1.707049], [3.990707, -3.574171, 1.658635], [3.175545, -5.422276, -3.129742], [4.501849, -5.994075, -2.629780], [2.110265, -6.523399, -3.028737], [3.350022, -5.029663, -4.603615], [-1.869620, -2.451988, 0.154880], [-1.436997, -1.326497, 0.658984], [-2.584177, -3.368095, 0.993589], [-3.024562, -4.561225, 0.455676], [-2.821481, -3.027546, 2.467634], [-3.640759, -1.733792, 2.594525], [-3.598245, -4.130161, 3.192150], [-1.474904, -2.867702, 3.192375], [-5.214226, -7.365708, -1.521245], [-5.341573, -5.611661, -1.746958], [-5.129025, -6.280037, -0.130042], [-3.379955, -7.527779, -3.133544], [-1.921464, -6.540650, -3.008422], [-3.457043, -5.795065, -3.468361], [-2.995829, -8.405652, -0.867213], [-2.889278, -7.327463, 0.528527], [-1.569397, -7.377009, -0.639107], [-1.923524, -4.298964, -2.712810], [0.931050, -3.904340, -3.465169], [4.331907, -4.213851, -0.927339], [5.217985, -1.002983, -0.313357], [5.769668, -2.681942, -0.259478], [5.909085, -1.659670, 1.176754], [3.325035, -0.239431, 1.207510], [4.041357, -1.128838, 2.559094], [2.357961, -1.415880, 2.081368], [4.423110, -4.419423, 1.123391], [3.005344, -3.873948, 2.019650], [4.623370, -3.368011, 2.525943], [4.429321, -6.330065, -1.593981], [5.306081, -5.258767, -2.695011], [4.782288, -6.854728, -3.241296], [1.972790, -6.832327, -1.990995], [2.404379, -7.398090, -3.615497], [1.145721, -6.175292, -3.399733], [4.108422, -4.251489, -4.707883], [2.420048, -4.646546, -5.024304], [3.658055, -5.895165, -5.196875], [-3.556280, -5.247303, 1.102122], [-4.605125, -1.844865, 2.091569], [-3.115698, -0.887482, 2.162182], [-3.831878, -1.520778, 3.649771], [-4.588572, -4.287421, 2.758394], [-3.735461, -3.835052, 4.234450], [-3.061952, -5.081795, 3.185117], [-0.887710, -2.063943, 2.758314], [-0.899196, -3.794907, 3.130247], [-1.648918, -2.644762, 4.248518], [-0.269740, 2.954149, 3.553250], [-0.045201, 2.392554, 2.482622], [-0.855545, 1.745831, 1.755882], [1.399522, 2.513903, 1.953634], [2.379463, 3.125470, 2.781155], [3.657670, 3.215066, 2.331530], [3.985928, 2.714385, 1.045918], [5.293304, 2.760374, 0.508442], [5.547991, 2.258043, -0.735755], [4.503416, 1.687872, -1.497053], [3.233265, 1.627124, -0.999209], [2.947730, 2.139446, 0.288045], [1.674286, 2.046504, 0.767140], [2.061074, 3.487514, 3.747225], [4.437596, 3.659742, 2.939921], [6.087436, 3.196409, 1.103335], [6.551788, 2.286736, -1.139994], [4.715641, 1.282580, -2.478263], [2.436163, 1.159439, -1.559550]], "forces_ev_per_angstrom": [[-0.285, 0.471, -0.171], [-0.006, -0.010, -0.003], [0.010, 0.008, -0.021], [-0.002, -0.005, -0.002], [-0.005, -0.013, 0.000], [0.000, 0.015, 0.027], [-0.015, -0.036, -0.022], [-0.014, 0.006, 0.050], [0.067, -0.156, -0.018], [0.012, 0.002, 0.015], [0.009, -0.020, -0.033], [-0.002, 0.008, 0.006], [0.003, 0.000, -0.002], [-0.003, -0.053, 0.012], [0.000, -0.014, 0.087], [0.058, 0.070, -0.032], [-0.004, 0.001, 0.000], [0.004, 0.017, 0.000], [0.014, 0.006, 0.025], [0.012, 0.010, 0.000], [-0.002, 0.017, -0.022], [0.003, -0.009, -0.002], [0.001, -0.007, -0.006], [0.002, -0.010, 0.005], [0.028, -0.040, 0.051], [-0.057, 0.070, -0.027], [0.013, 0.009, -0.024], [-0.007, -0.031, -0.016], [0.011, 0.025, -0.008], [-0.015, -0.014, 0.012], [-0.009, -0.008, 0.030], [-0.021, -0.030, 0.004], [-0.007, -0.013, -0.001], [0.000, 0.007, -0.016], [0.001, 0.007, 0.016], [-0.001, -0.006, 0.002], [0.014, 0.000, 0.007], [-0.014, 0.009, -0.002], [-0.008, -0.013, -0.008], [0.000, 0.007, 0.015], [0.012, 0.002, -0.008], [0.005, 0.001, -0.007], [-0.009, -0.003, -0.003], [0.011, -0.007, 0.001], [-0.010, 0.015, 0.004], [-0.005, -0.016, -0.016], [0.014, -0.003, 0.012], [0.002, 0.007, -0.011], [-0.008, 0.002, 0.014], [-0.010, -0.010, -0.002], [0.016, -0.010, -0.012], [-0.017, 0.000, -0.003], [0.006, 0.004, 0.010], [-0.006, -0.007, 0.014], [0.007, 0.015, -0.002], [0.004, -0.006, -0.007], [0.009, 0.007, 0.013], [0.004, -0.017, -0.007], [-0.014, 0.004, -0.010], [0.010, 0.005, 0.011], [-0.016, 0.007, -0.005], [0.004, -0.009, -0.008], [0.003, 0.009, -0.008], [-0.004, -0.010, -0.002], [0.024, 0.018, -0.013], [0.002, 0.009, 0.011], [-0.007, 0.006, -0.011], [-0.002, 0.002, 0.008], [0.009, -0.006, 0.001], [0.012, 0.027, -0.018], [-0.001, -0.007, -0.002], [0.004, 0.013, 0.012], [0.007, 0.006, -0.042], [0.041, 0.112, 0.115], [0.088, -0.323, 0.011], [0.024, -0.014, 0.103], [-0.044, -0.031, -0.035], [0.017, -0.009, -0.013], [0.028, 0.044, 0.050], [0.002, -0.006, -0.007], [-0.019, -0.010, -0.003], [0.023, 0.000, 0.004], [0.045, -0.018, -0.021], [-0.030, 0.008, -0.045], [-0.004, -0.088, -0.024], [-0.003, 0.001, 0.005], [0.002, 0.006, -0.001], [0.006, 0.005, 0.006], [0.004, 0.007, -0.004], [0.006, -0.007, 0.000], [-0.023, 0.000, 0.012]], "lumo_ev": 2.4, "orbital_gap_ev": 7.2, "homo_energy_ev": -4.787, "spin_multiplicity": 1, "charge": -1}

{"formula": "CH8N5O", "method": "ωB97M-V/def2-TZVPD", "symbols": ["C", "N", "N", "N", "N", "N", "O", "H", "H", "H", "H", "H", "H", "H", "H"], "coordinates": [[-0.986006, 0.403530, -0.156056], [-1.746029, 0.313515, -1.185367], [-1.297375, 0.680052, 1.038927], [1.611732, -1.808598, 0.754670], [1.009148, -0.023167, -0.553740], [1.516039, -0.454859, 0.563422], [1.348189, 1.262446, -0.917752], [-2.641472, 0.889411, -1.163511], [-2.205707, 1.095988, 1.246370], [-0.754327, 0.787344, 1.833542], [2.344321, -2.305817, 0.327034], [0.733113, -2.362398, 0.624254], [-1.596595, 0.044435, -2.131846], [1.969622, 0.072619, 1.326839], [0.695340, 1.405498, -1.606786]], "forces_ev_per_angstrom": [[4.351, -2.321, -1.432], [-4.131, 2.681, -0.047], [-3.481, 1.520, 0.273], [-2.401, -1.213, 0.944], [-1.995, -0.370, 0.069], [1.362, 0.349, 0.287], [0.519, -0.424, 1.304], [0.938, -1.226, 0.091], [-0.317, -0.284, -0.090], [2.243, -0.179, 1.186], [1.282, 0.021, -0.998], [0.862, 1.228, 0.262], [1.259, -0.512, -0.305], [-0.629, 0.346, -0.957], [0.136, 0.385, -0.588]], "lumo_ev": [-3.9, -3.9], "orbital_gap_ev": [8.9, 8.9], "homo_energy_ev": [-12.809, -12.809], "spin_multiplicity": 1, "relative_energy_ev": 3.157, "charge": 1}

{"formula": "C6H16NO", "method": "ωB97M-V/def2-TZVPD", "symbols": ["C", "C", "C", "C", "H", "H", "H", "H", "H", "H", "H", "H", "H", "H", "C", "N", "C", "O", "H", "H", "H", "H", "H", "H"], "coordinates": [[-1.220654, 2.049620, -0.918007], [-1.163898, -1.703406, -1.758963], [-1.745745, -0.402518, -1.236193], [-1.023572, 0.829288, -1.800349], [-2.285844, 2.244804, -0.745334], [-0.755985, 2.941175, -1.345776], [-0.762866, 1.851659, 0.052241], [-1.712680, -2.573244, -1.385166], [-0.128697, -1.773911, -1.425407], [-1.190820, -1.741779, -2.854496], [-1.642417, -0.376636, -0.150852], [-2.817288, -0.311134, -1.462627], [0.035586, 0.583423, -1.836656], [-1.378170, 1.016935, -2.821880], [1.506448, -0.076404, 3.134087], [2.480796, 0.015029, 2.053360], [1.959061, -0.673817, 0.826685], [0.811652, -0.188984, 0.342123], [0.501774, 0.241331, 2.829633], [1.833550, 0.530093, 3.982393], [1.443289, -1.120010, 3.454939], [2.548149, 0.998558, 1.797293], [1.894096, -1.741038, 1.156598], [2.814227, -0.619025, 0.112361]], "forces_ev_per_angstrom": [[-0.069, -0.048, 0.119], [-0.127, -0.082, -0.117], [-0.071, 0.411, 0.001], [-0.147, -0.362, 0.044], [0.009, 0.103, -0.115], [-0.065, 0.051, 0.011], [0.119, -0.033, -0.037], [0.021, 0.009, 0.001], [0.019, 0.030, 0.057], [0.001, 0.005, 0.007], [0.140, -0.076, 0.015], [-0.022, -0.132, -0.032], [0.124, 0.084, 0.052], [0.022, 0.046, -0.043], [0.045, 0.054, -0.154], [0.120, 0.067, 0.166], [-0.377, 0.204, -0.076], [0.193, -0.065, 0.042], [-0.017, 0.004, -0.013], [-0.006, -0.036, 0.090], [-0.010, -0.009, 0.078], [-0.046, -0.078, -0.061], [0.074, -0.113, -0.017], [0.071, -0.031, -0.018]], "lumo_ev": 4.1, "orbital_gap_ev": 6.9, "homo_energy_ev": -2.733, "spin_multiplicity": 1, "relative_energy_ev": 0.117, "charge": -1}

What is the charge in the third record? -1